No. 1
Formula: C11H12AsN5O2S4Tc
Source: the Open Molecules 2025 dataset
Level of theory: ωB97M-V with the def2-TZVPD basis set

Last column: Mulliken charge in e.
Positions of all 36 atoms, in Å:
Tc  -0.018  -0.546  -0.039  0.75
N  2.455  -2.721  -0.367  -0.08
C  1.602  -2.683  -1.446  0.78
C  1.956  -3.462  -2.565  -0.61
C  1.127  -3.509  -3.662  -0.38
C  -0.094  -2.825  -3.613  -0.84
C  -0.377  -2.083  -2.496  -0.41
N  0.453  -1.963  -1.435  -0.10
C  2.363  -2.111  0.855  0.51
C  3.068  -2.623  1.963  -0.29
C  2.742  -2.204  3.264  -0.61
C  1.823  -1.219  3.461  -0.56
C  1.369  -0.443  2.278  0.50
N  1.511  -1.098  1.002  -0.21
H  3.222  -3.382  -0.459  0.24
H  2.884  -4.017  -2.557  0.38
H  1.403  -4.077  -4.539  0.48
H  -0.801  -2.880  -4.426  0.46
H  -1.311  -1.536  -2.413  0.63
H  3.775  -3.425  1.824  0.46
H  3.187  -2.714  4.106  0.50
H  1.475  -0.912  4.434  0.50
H  2.001  0.480  2.296  0.44
N  -2.130  0.964  1.243  -0.45
N  -1.469  1.669  2.279  -0.06
C  -0.310  1.230  2.793  0.45
O  0.419  1.747  3.570  -0.48
O  0.009  -0.024  2.211  -0.46
H  -2.680  1.635  0.707  0.30
H  -2.791  0.292  1.643  0.28
H  -1.930  2.438  2.756  0.28
S  -2.998  4.189  -3.954  -0.02
As  -0.876  3.528  -3.780  0.44
S  -1.157  1.424  -2.657  0.08
S  0.357  1.284  -1.308  0.10
S  -2.167  3.204  -5.551  -0.01

Summary:
Charge   +3
HOMO energy   -0.5863 hartree
Frontier orbital gap   2.9 eV

---

No. 2
Formula: C16H19N3ORuS2
Source: the Open Molecules 2025 dataset
Level of theory: ωB97M-V with the def2-TZVPD basis set

Last column: Mulliken spin population.
Positions of all 42 atoms, in Å:
Ru  -0.268  -1.143  0.635  2.78
C  -0.372  -1.897  2.616  0.00
C  0.832  -1.116  2.628  -0.05
C  0.672  0.251  2.272  -0.01
C  1.799  1.062  2.065  0.03
C  3.057  0.530  2.225  0.04
C  3.224  -0.830  2.552  -0.01
C  2.137  -1.654  2.713  0.11
H  -1.283  -1.451  3.003  0.02
H  -0.314  -2.971  2.733  0.01
H  -0.286  0.737  2.431  0.00
H  1.673  2.115  1.848  0.00
H  3.927  1.166  2.115  0.00
H  4.222  -1.227  2.690  0.00
H  2.263  -2.702  2.958  0.00
S  -2.516  -4.837  -1.063  0.53
C  -1.775  -3.585  -0.542  -0.06
N  -1.193  -2.600  -0.132  0.30
N  -3.696  3.875  -3.408  0.00
C  -3.671  3.641  -2.077  0.00
O  -4.198  4.341  -1.245  0.00
C  -2.842  2.460  -1.590  0.00
C  -1.869  1.796  -2.322  0.00
C  -1.163  0.766  -1.734  0.01
N  -1.393  0.379  -0.471  0.09
C  -2.349  1.020  0.240  0.02
C  -3.078  2.060  -0.280  0.00
H  -4.235  4.664  -3.729  0.00
H  -3.330  3.243  -4.096  0.00
H  -1.624  2.069  -3.341  0.00
H  -0.404  0.223  -2.281  0.00
H  -2.532  0.672  1.248  -0.01
H  -3.827  2.577  0.304  0.00
C  2.590  -2.889  -0.786  -0.01
S  1.576  -1.455  -1.183  0.17
C  2.800  -0.138  -1.199  0.00
H  3.242  -3.090  -1.633  0.01
H  1.925  -3.737  -0.635  0.00
H  3.173  -2.702  0.112  0.00
H  3.436  -0.195  -0.321  0.00
H  2.274  0.815  -1.218  0.00
H  3.396  -0.240  -2.104  0.01

Summary:
Charge   +2
2S+1   5
Energy relative to the best compared isomer or geometry (same formula, charge and spin)   0.0 kcal per mole
Expectation value of S²   6.06
HOMO energy (alpha / beta)   -0.5600 / -0.5600 hartree
Frontier orbital gap (alpha / beta)   8.1 / 5.8 eV

---

No. 3
Formula: H5NS
Source: the Open Molecules 2025 dataset
Level of theory: ωB97M-V with the def2-TZVPD basis set

Last column: Mulliken charge in e.
Positions of all 7 atoms, in Å:
S  0.043  1.125  0.750  -0.37
H  0.301  1.023  -0.610  0.18
N  0.120  -2.113  -1.262  -0.65
H  -0.445  -1.800  -2.056  0.24
H  -0.078  -1.447  -0.510  0.20
H  -0.517  -2.866  -0.975  0.23
H  -1.114  1.922  0.758  0.17

Summary:
Charge   0
Energy relative to the best compared isomer or geometry (same formula, charge and spin)   7.4 kcal per mole
HOMO energy   -0.3657 hartree
Structure (SMILES)   N.S
Frontier orbital gap   10.7 eV

---

No. 4
Formula: CH4BrCuN2O
Source: the Open Molecules 2025 dataset
Level of theory: ωB97M-V with the def2-TZVPD basis set

Last column: Mulliken spin population.
Positions of all 10 atoms, in Å:
Cu  1.818  -0.572  2.764  0.00
Br  1.442  0.758  1.285  0.07
C  -0.805  -0.215  -0.815  -0.04
O  -1.742  -0.550  -1.454  0.75
N  0.220  0.427  -1.277  0.02
N  -0.710  -0.372  0.469  0.19
H  0.216  0.708  -2.247  0.00
H  0.857  0.823  -0.600  0.01
H  -1.455  -0.861  0.943  -0.01
H  0.159  -0.146  0.932  0.00

Summary:
Charge   +1
2S+1   2
Energy relative to the best compared isomer or geometry (same formula, charge and spin)   55.2 kcal per mole
Expectation value of S²   0.76
HOMO energy (alpha / beta)   -0.5373 / -0.5300 hartree
Frontier orbital gap (alpha / beta)   9.5 / 5.7 eV

---

No. 5
Formula: C5H14NOS
Source: the Open Molecules 2025 dataset
Level of theory: ωB97M-V with the def2-TZVPD basis set

Last column: Mulliken charge in e.
Positions of all 22 atoms, in Å:
C  1.891  -1.508  0.008  -0.55
O  1.686  -1.059  1.362  -0.61
C  0.736  -2.299  -0.568  0.09
C  0.051  -1.862  -1.627  -0.84
H  2.819  -2.074  -0.071  0.39
H  2.017  -0.619  -0.610  0.28
H  1.717  -1.841  1.924  0.33
H  0.481  -3.270  -0.159  0.32
H  -0.704  -2.484  -2.089  0.29
H  0.319  -0.921  -2.094  0.27
C  -0.452  1.579  0.662  -0.44
C  -1.575  2.180  -0.198  -0.75
S  -1.056  3.663  -1.069  -0.14
N  -0.855  0.246  1.237  -0.22
H  -0.175  2.214  1.502  0.40
H  0.440  1.411  0.061  0.28
H  -2.392  2.426  0.479  0.34
H  -1.882  1.390  -0.888  0.38
H  -0.318  3.036  -2.000  0.14
H  0.011  -0.212  1.607  0.30
H  -1.253  -0.362  0.513  0.32
H  -1.504  0.364  2.019  0.41

Summary:
Charge   +1
Energy relative to the best compared isomer or geometry (same formula, charge and spin)   14.4 kcal per mole
HOMO energy   -0.4726 hartree
Frontier orbital gap   9.7 eV